Record 1
100
Properties=species:S:1:pos:R:3 method="wB97M-V/def2-TZVPD" gap_ev="4.68 / 4.55" multiplicity=6 lumo_energy_ev="-0.8642 / -1.4931" homo_energy_ev="-5.55 / -6.04" s2=8.9205 energy_ha=-4254.97129
Te -1.54553 -2.04905 0.22565
Mn 0.27278 0.74004 -0.12421
S 0.12158 3.79162 -0.34722
N 1.14612 0.87167 3.12385
N -2.04024 4.38383 1.10226
N 3.40787 -0.22104 -0.85454
N -0.60456 6.10862 0.71314
N -1.40045 0.81233 -1.13946
N -0.68833 0.98074 1.53660
N 1.90859 0.42696 0.89468
N -0.54512 0.63999 -3.38037
N 1.22104 0.30644 -1.76060
N -2.94240 1.20363 0.65700
C 1.59174 -0.40149 -3.91161
C -5.27428 2.61826 -2.89365
C -1.21962 0.77833 3.74846
C -2.76141 -2.28855 -2.57659
C 4.19232 0.94901 3.73002
C 2.59236 -1.41880 -5.80733
C -1.46131 0.96879 -2.51573
C 3.49800 0.68991 2.56060
C -3.66264 0.68173 3.64075
C -2.42370 0.81247 3.00873
C -2.19804 5.01544 3.49972
C 1.36662 7.37188 1.43595
C -0.65980 -3.66705 -3.75054
C -0.15820 0.87515 2.80436
C 2.47752 -0.24026 -1.81797
C 5.54396 0.20143 1.35567
C 6.23897 0.45581 2.52787
C -4.57093 2.42457 -4.08779
C -1.24898 0.63862 5.14025
C -2.65694 -6.12440 1.40008
C 2.72265 -0.73293 -3.14107
C -1.50546 -6.87404 1.20791
C 1.52684 -0.73371 -5.26364
C -2.05905 0.96184 1.63996
C 5.57304 0.82750 3.69682
C -0.55397 -3.23001 -2.43906
C -2.85353 -2.70302 -3.89713
C -0.90206 4.80851 0.54739
C -3.67316 0.53145 5.00909
C -2.47527 0.51536 5.75236
C 4.16573 0.32792 1.38724
C 3.79689 -1.42331 -3.70111
C 3.14577 0.16224 0.35655
C 2.07617 0.71615 2.24437
C -2.64499 -4.75790 1.16019
C -4.73691 2.24552 -1.67427
C -2.60036 1.22443 -0.60605
C -1.61392 -2.56076 -1.84289
C -1.81136 -3.40881 -4.47943
C -2.82596 5.08242 2.10792
C 0.58970 6.80002 0.25570
C 0.65734 0.21307 -3.02071
C -2.75743 1.50522 -2.86770
C -3.47212 1.67272 -1.67362
C -1.47980 -4.13358 0.73098
C -0.33294 -6.24873 0.80877
C -3.30305 1.87059 -4.09067
C 3.71429 -1.76652 -5.03404
C -0.31782 -4.87998 0.58187
H 0.66175 -0.46034 -5.85287
H -3.74968 -2.48871 -4.46643
H 2.56236 -1.70865 -6.85044
H 0.57293 -6.82570 0.67209
H 1.18720 6.08488 -0.30065
H -3.54678 -4.17394 1.29790
H -1.26487 6.67607 1.21861
H 0.16752 -4.19819 -4.20353
H -3.58594 -1.75616 -2.11667
H -4.61806 0.42983 5.52776
H 7.31762 0.36762 2.54108
H -3.80193 4.59801 2.12187
H -2.98756 6.12250 1.81332
H 4.52513 -2.31516 -5.49600
H -1.52165 -7.94372 1.37315
H 0.35506 -3.42045 -1.88163
H -2.25139 3.40357 1.00828
H -1.25851 5.56886 3.54053
H -5.27900 2.39799 -0.74981
H 0.60512 -4.39321 0.29221
H -2.52781 0.39644 6.82710
H 2.19055 7.99556 1.08903
H 0.71361 7.98636 2.05968
H -5.02053 2.72400 -5.02592
H 1.77604 6.56933 2.04981
H -1.89584 -3.75700 -5.50138
H 0.28933 7.60368 -0.42121
H 3.66678 1.23378 4.63164
H 6.14955 1.02428 4.59152
H 6.05238 -0.07530 0.44167
H -3.56914 -6.60686 1.72764
H 4.65702 -1.68316 -3.09776
H -2.88125 5.43444 4.23983
H -2.74086 1.72916 -5.00436
H -6.25403 3.07733 -2.93027
H -1.99675 3.97803 3.76561
H -4.57550 0.68878 3.05863
H -0.32631 0.63065 5.70611

Record 2
104
Properties=species:S:1:pos:R:3 method="wB97M-V/def2-TZVPD" total_charge=+2 gap_ev="8.39 / 5.67" multiplicity=6 lumo_energy_ev="-4.3268 / -7.4866" homo_energy_ev="-12.72 / -13.16" s2=8.7662 energy_ha=-9386.40683
Se -6.58856 -1.84281 0.08457
Se -1.55963 1.30193 -1.07974
Fe 0.20079 -0.22699 -0.18094
P -3.30892 0.41472 -0.18409
P 1.02336 0.02307 2.14892
P -5.02043 -3.18615 0.81838
O 1.90333 1.26220 -1.89819
N -1.29852 -2.61375 1.11654
N 1.63129 -2.98511 -3.02898
N 1.77580 1.44304 -0.49114
N -2.44275 -3.24447 1.23287
N -1.50253 -1.39101 0.62887
N 1.04777 -1.66187 -1.38797
C -2.09942 -0.58621 4.69576
C 1.87285 -1.46555 2.77524
C -6.19237 -4.73530 2.77692
C -5.43671 -2.99182 4.82168
C -3.95294 1.50148 1.09602
C 2.41661 1.81559 3.77396
C -5.77410 -4.84712 -1.28066
C -2.56858 0.69772 4.93983
C -5.07491 -2.70654 3.51776
C 3.11778 -3.80011 3.66290
C -4.03627 3.67645 2.12288
C -4.46688 -0.87194 -2.33343
C -0.83845 1.59758 3.52941
C -4.60667 0.16607 -1.40105
C 3.08928 1.86258 1.47029
C -5.03330 3.23872 2.97949
C 2.22512 1.37176 2.47051
C -4.89343 -7.06239 -1.59042
C -5.72913 -6.03508 -2.00018
C -4.95769 1.06275 1.96287
C 2.91904 1.65042 0.01475
C -6.59217 0.92271 -2.53852
C 2.54664 -1.48800 3.99929
C 2.44832 -3.79230 2.45070
C -5.48880 1.92646 2.90622
C 1.82648 -2.62895 2.01042
C 4.15178 2.69003 1.81453
C -3.48139 2.80811 1.18997
C -0.35198 0.31213 3.30120
C -5.39198 -1.00538 -3.35829
C -0.98966 -0.78160 3.88371
C -6.45226 -0.10862 -3.45897
C 4.34049 3.10138 3.12484
C 3.16436 -2.64586 4.43885
C -3.41954 -2.40263 0.81893
C -4.09336 -6.90942 -0.46256
C -5.67051 1.06675 -1.50853
C -4.97180 -4.69323 -0.15111
C -6.54549 -5.00995 4.09097
C 2.41438 -1.88619 -1.31110
C 0.61948 -2.33267 -2.43897
C -4.12413 -5.73020 0.26195
C -5.45085 -3.58649 2.49808
C -2.82232 -1.20594 0.42750
C 2.78430 -2.71081 -2.32076
C 1.53877 -3.81090 -4.23807
C -6.17032 -4.14120 5.10629
C -1.93446 1.78847 4.36042
C 3.45575 2.68141 4.10101
H 0.50478 -4.10611 -4.38905
H 1.18510 1.79748 -2.26451
H -4.47888 -1.82763 3.29862
H -2.29062 2.79139 4.55945
H 2.14455 -4.70301 -4.10966
H -3.68272 4.69909 2.17830
H -5.46096 3.91960 3.70660
H 4.82283 3.04095 1.03750
H -6.35621 -6.15819 -2.87305
H 3.77872 1.75866 -0.64506
H -0.40186 -2.37722 -2.78990
H -6.43747 -4.05471 -1.59742
H 3.60337 -4.70455 4.00992
H -6.48464 -5.41044 1.98226
H -3.49354 -5.60800 1.13270
H 3.68523 -2.65039 5.38884
H 3.02507 -1.46599 -0.52682
H 1.27722 -2.64919 1.08242
H -3.44505 -7.71523 -0.14354
H -6.26961 1.58204 3.57403
H -0.35199 2.45483 3.07522
H -3.62757 -1.55367 -2.26141
H -6.44745 -4.36167 6.12984
H 2.60067 -0.60087 4.61605
H 3.74364 -3.12174 -2.59937
H -5.28575 -1.80293 -4.08328
H -7.17022 -0.21189 -4.26360
H 5.16587 3.75630 3.37550
H 3.57685 3.01412 5.12557
H -0.62060 -1.78535 3.70463
H 1.74312 1.48338 4.55559
H -2.58082 -1.44151 5.15661
H -5.33842 0.05657 1.89508
H -7.41459 1.62159 -2.62678
H -5.14217 -2.32402 5.62170
H 1.88687 -3.25611 -5.10516
H -2.70480 3.15232 0.52131
H -7.11165 -5.90274 4.32015
H -4.86915 -7.99192 -2.14665
H 2.39841 -4.69231 1.84795
H -3.41720 0.85212 5.59610
H -5.76863 1.88159 -0.80029

Record 3
102
Properties=species:S:1:pos:R:3 method="wB97M-V/def2-TZVPD" gap_ev=7.11 multiplicity=1 lumo_energy_ev=0.0515 homo_energy_ev=-7.06 energy_ha=-4459.66026
Au 0.40501 0.93899 -0.64405
Ge 0.91598 -2.04628 1.24596
N -0.60532 3.75910 -1.05133
N -2.00665 1.88410 -2.15895
N -1.20541 0.78911 -2.17256
N -2.26947 2.35130 0.33305
N 0.54764 3.21149 -0.61127
N -1.59506 1.31697 0.90243
C -3.26217 2.77176 1.14959
C -1.63388 -0.01914 -3.13811
C 3.69536 -4.33434 3.44228
C 5.24614 4.02037 -0.50337
C 0.21578 -3.28692 -2.77339
C 0.57000 -0.41883 2.31091
C 3.83508 -1.99611 -1.83920
C -1.10543 -3.34192 -4.76835
C 2.85703 3.85901 -0.22124
C -2.70713 -4.25124 -0.91719
C -0.56507 -0.56493 3.26965
C 1.48763 4.14408 -0.67813
C 0.94130 5.32532 -1.19916
C 3.96139 4.29785 -0.94639
C 2.93500 -2.40629 -0.86926
C -0.70672 -4.24788 0.40609
C -4.18519 3.90619 0.84659
C -0.29073 -2.01463 -2.39802
C -0.20555 -3.95027 -3.90323
C -1.46121 5.94477 -1.93564
C -1.38674 -2.21641 -0.69888
C 4.15001 -0.64800 -1.98072
C -1.36303 -1.65588 5.29281
C 2.92056 -5.14110 4.26155
C -2.63216 -1.14565 5.06578
C -2.56944 -2.89594 -1.09119
C 1.53627 -5.07121 4.18281
C -2.84165 -0.30916 3.98762
C -1.71774 -4.95255 -0.23511
C -0.39363 5.04122 -1.41584
C -3.99634 2.79731 -3.38883
C 2.68947 -0.14192 -0.14022
C -0.57150 -2.86992 0.27214
C -3.24082 1.98212 2.26968
C -1.08165 -1.35401 -3.38687
C 1.69524 -3.38572 2.44913
C -1.50854 -2.04104 -4.51313
C -2.73477 0.58220 -3.77755
C 0.93185 -4.20029 3.28786
C -2.18163 1.07015 2.07768
C 4.34393 2.87435 1.40482
C -1.82470 0.03050 3.08452
C -2.93797 1.77784 -3.12850
C 3.05914 3.15298 0.96387
C 5.44059 3.30594 0.67069
C -0.35319 -1.36176 4.39806
C 3.08489 -3.46565 2.54592
C 3.58526 0.28022 -1.12352
C 2.32435 -1.48746 -0.01575
B -1.93988 2.97070 -1.04944
H 4.77570 -4.37912 3.49824
H -2.16167 -1.54672 -5.22075
H -0.15037 -4.14818 3.25798
H 3.84813 1.32972 -1.19185
H -3.64366 4.84748 0.74339
H 6.44335 3.09081 1.01617
H -3.45215 -1.38601 5.72985
H -1.16165 -2.28585 6.14996
H -3.30684 -2.34088 -1.66033
H 0.46186 0.44128 1.65783
H 0.90555 -3.77654 -2.09861
H 2.19752 2.83997 1.54234
H -1.45667 -3.85715 -5.65253
H 4.84654 -0.33034 -2.74553
H -3.83101 0.09642 3.83052
H -4.90023 4.01294 1.66053
H -0.02585 -4.80872 1.03400
H 1.51369 -0.25625 2.84399
H -1.01990 6.89729 -2.22325
H -4.61052 2.47070 -4.22602
H 6.09810 4.35824 -1.07916
H -3.33033 0.18907 -4.58265
H -1.95475 5.51985 -2.80958
H 3.39159 -5.82106 4.95985
H 0.92394 -5.69432 4.82253
H -3.88863 2.07950 3.12272
H 3.70721 -2.84503 1.91070
H -1.77869 -6.02774 -0.12617
H -4.74081 3.74204 -0.07672
H -4.64210 2.93727 -2.52209
H -3.57436 -4.76987 -1.30654
H 2.69753 -3.46169 -0.78198
H -1.56280 -1.16061 -0.49312
H 2.36954 0.59255 0.60225
H 0.63836 -1.76515 4.56300
H -2.79780 3.76206 -1.29368
H 3.80689 4.83995 -1.87117
H 0.47653 -1.37419 -1.96356
H 4.49028 2.32395 2.32557
H -3.56585 3.76656 -3.64155
H -2.22688 6.13453 -1.18270
H 1.43647 6.26927 -1.35180
H 0.17165 -4.94183 -4.12074
H 4.28854 -2.72763 -2.49644

Record 4
105
Properties=species:S:1:pos:R:3 method="wB97M-V/def2-TZVPD" total_charge=-1 gap_ev=3.93 multiplicity=1 lumo_energy_ev=1.7238 homo_energy_ev=-2.21 energy_ha=-4636.53892
S 2.04826 2.67853 3.04283
S 4.45182 1.24653 0.30061
S 2.41767 3.93596 -0.44950
S 0.68908 1.05683 5.06452
P -1.86950 -1.36305 -0.93235
P 2.16194 -1.95103 -0.62637
Na 1.59029 0.76508 0.06287
O -3.18389 1.76104 -0.17558
O -3.01838 4.32330 -1.19156
O 0.26078 -1.18296 1.04887
N 1.32620 1.44217 2.34699
C -0.53507 -5.74066 -1.03297
C -1.79564 -0.18135 0.48832
C -4.25443 2.58131 -0.15373
C 1.94168 4.95122 1.03706
C 0.67064 0.52069 3.34775
C 5.78886 -2.10605 -2.38381
C 4.56626 -1.70661 -1.86607
C -6.51103 4.26131 -0.28174
C -0.31893 -5.15782 0.19241
C -5.25352 -3.63829 -0.36692
C 4.21532 -3.89578 -1.02345
C 3.77330 -2.58651 -1.18285
C 2.76503 -0.99721 3.84772
C 5.03597 2.80301 -0.39011
C -1.81441 1.53602 -3.88464
C -3.63569 -1.91207 -0.84110
C -1.73848 1.27968 2.93633
C -5.46418 2.21365 0.43968
C -4.17716 3.87872 -0.66162
C -2.19762 -0.60243 -4.91041
C -6.57529 3.05550 0.44741
C -2.19848 -1.18406 -3.65499
C -0.76064 -0.36286 1.39208
C 4.23174 4.11130 -0.48570
C 3.77002 -1.94349 1.85422
C 0.89683 -4.07656 -1.99783
C 6.24781 -3.38522 -2.20243
C 1.30394 4.18682 2.17931
C -2.07104 0.77691 -5.04053
C -3.91376 -3.16745 -0.36793
C -6.03034 -1.47472 -1.02544
C -0.73337 0.22992 2.80814
C -2.75144 1.56150 2.12253
C 4.49588 1.63112 2.10595
C -4.70203 -1.04018 -1.15839
C -2.95764 0.77181 0.83249
C 0.09801 -5.20086 -2.12692
C -1.67808 0.90265 -2.65408
C -6.30132 -2.80241 -0.71298
C 5.46623 -4.29263 -1.48916
C 3.82675 2.87209 2.59679
C 1.40582 -0.89388 3.29169
C 3.81556 -1.50751 3.21066
C -1.97453 -0.42062 -2.48673
C 1.10330 -3.46876 -0.75957
C 1.42961 -1.29376 1.88600
C 0.47295 -4.05863 0.35070
C -5.32697 4.63013 -0.81971
C 2.50655 -1.75868 1.19393
B -2.02124 4.97366 -1.65790
H 2.84077 5.38427 1.38455
H -2.26069 -2.28281 -3.59910
H -1.18059 -6.61989 -1.04790
H -1.02593 -0.64093 3.39389
H 4.63618 -2.34398 1.37780
H 7.15840 -3.70313 -2.67281
H 4.02496 0.75034 2.53836
H 1.46465 -3.65333 -2.82451
H 6.36912 -1.40992 -3.00760
H -5.29512 5.56399 -1.34629
H 0.38229 3.72588 1.77257
H -7.40800 4.84936 -0.34737
H -2.26066 -1.28954 -5.71417
H 3.99682 3.72064 1.92927
H -2.10315 1.23277 -6.03838
H 4.40016 4.66229 -1.41350
H 5.30244 2.46344 -1.38947
H 5.77051 -5.34331 -1.39490
H -3.38916 2.37673 2.34327
H 4.26501 3.10338 3.58504
H -3.88690 0.22892 0.91596
H -1.42601 1.46548 -1.78532
H 2.83562 -0.73574 4.87192
H -4.52723 -0.02598 -1.49637
H 5.52929 1.62896 2.42737
H 1.02825 4.84357 2.99194
H 0.69339 -3.58995 1.35539
H -5.47906 -4.61118 0.03821
H -6.88787 -0.82840 -1.28794
H -7.33593 -3.13743 -0.66461
H -3.12476 -3.89906 -0.14513
H 4.19754 -0.68928 -1.95646
H 4.47904 4.82436 0.28260
H -5.51170 1.27654 0.89027
H -7.49465 2.71685 0.91523
H 0.71101 -1.43086 3.88564
H -1.66575 1.84058 3.89868
H 5.99485 3.05747 0.07404
H 4.75408 -1.64239 3.74818
H 3.54299 -4.63249 -0.54376
H -1.58756 2.64976 -4.01839
H 1.28929 5.76029 0.67169
H -0.80045 -5.57993 1.07357
H -0.02546 -5.62071 -3.10425